The following is a DFT calculation (ωB97M-V/def2-TZVPD) of an isolated molecule of C2H7OP at a distorted geometry.

* electronic energy: -13522.561 eV
* SMILES: CC[PH2]=O
* E_LUMO: 1.0 eV
* highest occupied orbital energy: -0.3585 Eh
* Kohn-Sham gap: 10.8 eV
* strongest force on any atom: 5.5 eV Å⁻¹
* ΔE to the lowest compared entry with this formula, charge and spin: 106.1 kJ/mol

The geometry in ORCA input format:
```
! wB97M-V def2-TZVPD RIJCOSX def2/J DEFGRID3
* xyz 0 1
C -1.138 0.025 -0.677
C -0.216 -0.799 0.195
O 2.448 0.607 -0.656
P 1.458 0.481 0.420
H -1.063 -0.163 -1.671
H -2.212 -0.343 -0.438
H -1.253 1.120 -0.378
H -0.247 -1.775 -0.245
H -0.611 -0.850 1.225
H 0.713 1.666 0.707
H 2.120 0.032 1.517
*
```